Entry from OMol25: a cluster of 9 separate species, C59H47Cl3N3O16 in total at a distorted geometry (wB97M-V/def2-TZVPD).

Computed properties:
DFT total energy = -136724.713 eV
Frontier orbital gap = 6.10 eV

```
! wB97M-V def2-TZVPD RIJCOSX def2/J DEFGRID3
* xyz 1 1
C 1.063 -3.053 -1.214
C 1.554 -3.371 -2.650
Cl 2.416 -4.915 -2.882
C 1.377 -2.567 -3.717
Cl 1.989 -3.028 -5.335
C 0.660 -1.208 -3.519
N 1.466 -0.145 -3.411
N 0.976 1.057 -3.200
C -0.345 1.134 -3.104
C -0.893 2.598 -2.796
N -2.013 2.394 -1.819
C -1.368 0.095 -3.237
C -0.785 -1.243 -3.476
C -1.666 -2.503 -3.613
C -2.556 -2.576 -2.286
C -4.105 -2.662 -2.608
Cl -4.876 -1.093 -2.022
H -0.054 -3.083 -1.211
H 1.406 -3.850 -0.511
H 1.433 -2.060 -0.862
H 2.485 -0.252 -3.461
H -1.219 3.114 -3.723
H -0.114 3.175 -2.236
H -2.885 2.200 -2.302
H -1.778 1.689 -1.127
H -2.459 0.257 -3.172
H -1.010 -3.407 -3.567
H -2.300 -2.514 -4.524
H -2.251 -3.440 -1.642
H -2.430 -1.673 -1.644
H -4.271 -2.753 -3.697
H -4.574 -3.473 -2.011
C -4.223 -8.426 -4.400
C -4.209 -7.135 -4.727
C -3.460 -6.148 -3.922
O -3.449 -4.966 -4.221
C -2.724 -6.646 -2.738
C -2.736 -7.936 -2.408
C -3.487 -8.927 -3.215
O -3.497 -10.100 -2.917
H -4.767 -9.163 -4.977
H -4.741 -6.752 -5.589
H -2.180 -5.908 -2.161
H -2.204 -8.318 -1.546
C 5.252 -7.416 -2.341
C 6.376 -7.674 -3.004
C 7.501 -8.392 -2.357
O 8.526 -8.626 -2.960
C 7.322 -8.812 -0.948
C 6.195 -8.553 -0.285
C 5.074 -7.835 -0.933
O 4.041 -7.597 -0.334
H 4.420 -6.892 -2.794
H 6.523 -7.374 -4.034
H 8.152 -9.336 -0.492
H 6.049 -8.851 0.743
C -1.585 5.861 -1.086
C -2.655 6.648 -1.008
C -2.530 8.076 -0.631
O -3.510 8.792 -0.559
C -1.173 8.594 -0.347
C -0.101 7.806 -0.425
C -0.228 6.379 -0.801
O 0.748 5.655 -0.877
H -1.654 4.817 -1.359
H -3.656 6.288 -1.213
H -1.102 9.639 -0.074
H 0.900 8.169 -0.220
C 6.202 -4.806 4.483
C 6.811 -5.884 3.992
C 6.150 -6.744 2.984
O 6.705 -7.730 2.535
C 4.789 -6.361 2.542
C 4.182 -5.283 3.034
C 4.841 -4.421 4.042
O 4.286 -3.437 4.488
H 6.668 -4.165 5.221
H 7.807 -6.178 4.304
H 4.322 -7.001 1.804
H 3.187 -4.988 2.724
C -7.065 10.023 -0.596
C -6.401 8.972 -1.078
C -7.014 8.077 -2.087
O -6.410 7.116 -2.526
C -8.387 8.394 -2.540
C -9.050 9.444 -2.058
C -8.439 10.341 -1.048
O -9.042 11.299 -0.611
H -6.634 10.688 0.142
H -5.393 8.723 -0.760
H -8.818 7.729 -3.278
H -10.055 9.690 -2.377
C 2.218 10.404 4.120
C 1.802 10.477 2.857
C 2.002 9.351 1.918
O 1.624 9.418 0.762
C 2.678 8.140 2.434
C 3.094 8.066 3.696
C 2.895 9.192 4.638
O 3.272 9.125 5.788
H 2.081 11.217 4.822
H 1.305 11.353 2.462
H 2.814 7.327 1.731
H 3.592 7.188 4.091
C 9.732 -8.169 6.424
C 10.335 -8.938 7.328
C 11.727 -8.670 7.758
O 12.279 -9.371 8.580
C 12.420 -7.512 7.146
C 11.816 -6.743 6.242
C 10.425 -7.013 5.813
O 9.872 -6.309 4.989
H 8.715 -8.351 6.097
H 9.844 -9.787 7.786
H 13.436 -7.330 7.472
H 12.307 -5.894 5.784
C -10.719 7.599 1.971
C -11.133 7.652 0.706
C -10.913 6.521 -0.223
O -11.289 6.571 -1.378
C -10.216 5.326 0.307
C -9.802 5.272 1.571
C -10.022 6.404 2.502
O -9.646 6.354 3.654
H -10.870 8.416 2.664
H -11.644 8.517 0.302
H -10.065 4.509 -0.386
H -9.291 4.407 1.976
*
```

***

Entry from OMol25: a structure of composition C59H50BrCsFGeNO3P3SbSe4 at a distorted geometry (wB97M-V/def2-TZVPD).

Computed properties:
DFT total energy = -495246.060 eV
Frontier orbital gap = 4.31 eV

```
! wB97M-V def2-TZVPD RIJCOSX def2/J DEFGRID3
* xyz -2 1
Cs -0.792 -2.578 -0.133
F 1.058 4.208 -0.068
Ge 0.506 2.461 -0.051
C -1.182 2.933 -0.980
C -1.566 4.267 -0.862
C -2.686 4.747 -1.523
C -3.424 3.892 -2.325
C -3.045 2.567 -2.462
C -1.923 2.066 -1.803
P -1.381 0.312 -1.974
C -2.870 -0.408 -2.764
C -3.813 -1.005 -1.936
C -4.995 -1.513 -2.455
C -5.240 -1.437 -3.818
C -4.295 -0.859 -4.655
C -3.117 -0.346 -4.134
C -0.317 0.415 -3.466
C 0.209 -0.802 -3.909
C 1.020 -0.856 -5.031
C 1.321 0.309 -5.723
C 0.798 1.519 -5.295
C -0.017 1.574 -4.172
C 1.991 1.904 -1.273
C 2.319 2.946 -2.141
C 3.431 2.890 -2.960
C 4.257 1.782 -2.904
C 3.941 0.731 -2.060
C 2.799 0.748 -1.252
P 2.337 -0.698 -0.182
C 3.381 -2.021 -0.944
C 3.324 -2.243 -2.319
C 4.087 -3.234 -2.914
C 4.890 -4.056 -2.138
C 4.921 -3.874 -0.764
C 4.178 -2.863 -0.172
C 3.418 -0.418 1.289
C 3.044 -1.035 2.482
C 3.859 -0.966 3.604
C 5.057 -0.272 3.548
C 5.434 0.356 2.367
C 4.621 0.283 1.246
C 0.980 2.381 1.869
C 2.338 2.718 1.947
C 2.988 2.896 3.150
C 2.278 2.725 4.327
C 0.940 2.397 4.266
C 0.244 2.245 3.053
P -1.480 1.780 3.569
C -2.873 1.639 2.367
C -3.571 0.434 2.516
C -4.828 0.268 1.953
C -5.397 1.304 1.225
C -4.707 2.498 1.062
C -3.458 2.671 1.638
C -1.992 3.458 4.202
C -3.036 3.502 5.126
C -3.532 4.713 5.584
C -2.988 5.906 5.125
C -1.952 5.876 4.204
C -1.454 4.662 3.748
H -0.982 4.933 -0.240
H -2.981 5.782 -1.406
H -4.298 4.258 -2.852
H -3.633 1.913 -3.091
H -3.616 -1.088 -0.875
H -5.709 -1.989 -1.795
H -6.153 -1.847 -4.231
H -4.469 -0.816 -5.724
H -2.385 0.094 -4.800
H -0.041 -1.718 -3.378
H 1.418 -1.809 -5.360
H 1.966 0.274 -6.594
H 1.028 2.430 -5.836
H -0.425 2.526 -3.854
H 1.699 3.835 -2.149
H 3.658 3.715 -3.625
H 5.146 1.729 -3.521
H 4.603 -0.121 -2.030
H 2.678 -1.629 -2.932
H 4.031 -3.385 -3.985
H 5.470 -4.846 -2.597
H 5.519 -4.530 -0.144
H 4.215 -2.747 0.902
H 2.117 -1.603 2.542
H 3.552 -1.461 4.517
H 5.695 -0.216 4.421
H 6.368 0.904 2.315
H 4.925 0.783 0.335
H 2.899 2.855 1.030
H 4.040 3.150 3.169
H 2.767 2.836 5.287
H 0.387 2.250 5.189
H -3.144 -0.366 3.115
H -5.360 -0.663 2.110
H -6.383 1.182 0.792
H -5.157 3.313 0.506
H -2.957 3.626 1.554
H -3.469 2.571 5.477
H -4.342 4.728 6.303
H -3.372 6.853 5.485
H -1.528 6.802 3.833
H -0.645 4.652 3.026
O 0.644 -8.157 1.131
C 0.980 -6.944 0.695
C 1.262 -5.887 1.563
C 1.475 -4.637 1.034
N 1.419 -4.363 -0.275
C 1.193 -5.391 -1.062
Br 1.031 -4.967 -2.923
C 1.022 -6.699 -0.678
H 0.152 -8.040 1.990
H 1.232 -6.034 2.633
H 1.657 -3.798 1.697
H 0.786 -7.482 -1.382
O -0.354 -0.533 1.481
H 0.426 -0.704 2.025
H -0.950 -1.246 1.802
O -2.581 -3.609 -2.703
H -3.350 -3.702 -2.124
H -2.063 -4.395 -2.477
Se -0.887 -3.257 3.175
Sb -2.287 -5.285 2.627
Se -2.101 -5.395 0.123
Se -4.619 -4.832 3.209
Se -1.260 -7.304 3.644
*
```

***

Entry from OMol25: a structure of composition C59H59ClN8O3RuTe at a distorted geometry (wB97M-V/def2-TZVPD).

Computed properties:
DFT total energy = -102579.344 eV
Frontier orbital gap (alpha / beta) = 5.38 / 1.78 eV
⟨S²⟩ = 0.77

```
! wB97M-V def2-TZVPD RIJCOSX def2/J DEFGRID3
* xyz 3 2
Ru 0.037 0.814 -0.083
C 3.138 10.697 -8.916
O 3.957 9.600 -8.517
C 3.435 8.702 -7.661
C 2.150 8.783 -7.122
C 1.720 7.797 -6.248
C 2.544 6.733 -5.899
C 3.829 6.665 -6.448
C 4.271 7.635 -7.315
C 2.112 5.686 -4.981
N 2.822 4.630 -4.631
C 2.031 3.943 -3.765
C 0.816 4.575 -3.570
N 0.886 5.696 -4.362
C -0.200 4.068 -2.711
C -1.479 4.609 -2.483
C -2.351 3.971 -1.636
C -1.954 2.795 -0.988
N -0.751 2.278 -1.179
C 0.120 2.885 -2.028
C 1.365 2.203 -2.235
N 1.515 1.035 -1.557
C 2.610 0.320 -1.775
C 3.625 0.750 -2.639
C 3.494 1.946 -3.300
C 2.328 2.704 -3.110
H 3.735 11.272 -9.616
H 2.880 11.319 -8.058
H 2.233 10.343 -9.412
H 1.491 9.597 -7.376
H 0.717 7.886 -5.849
H 4.474 5.839 -6.182
H 5.261 7.597 -7.746
H 0.182 6.402 -4.485
H -1.784 5.520 -2.982
H -3.339 4.366 -1.452
H -2.603 2.276 -0.295
H 2.689 -0.623 -1.251
H 4.496 0.127 -2.778
H 4.255 2.314 -3.975
C 4.111 -5.287 5.092
C 3.531 -4.146 4.306
C 3.491 -2.861 4.836
C 2.954 -1.775 4.152
C 3.079 -0.404 4.761
C 2.416 -2.063 2.892
Te 1.509 -0.504 1.837
N 0.306 0.189 3.228
C -0.694 0.941 2.812
O -0.988 1.304 1.607
C -1.588 1.487 3.869
C -2.329 2.639 3.616
C -3.126 3.179 4.613
C -3.196 2.565 5.855
C -2.468 1.409 6.105
C -1.658 0.872 5.118
C 3.204 0.735 1.625
C 4.376 0.035 1.361
C 5.555 0.735 1.153
C 5.545 2.119 1.229
C 4.362 2.799 1.482
C 3.157 2.125 1.668
C 1.884 2.895 1.881
C 2.479 -3.318 2.280
C 2.052 -3.607 0.864
C 3.045 -4.349 3.020
H 4.474 -4.961 6.063
H 4.940 -5.745 4.552
H 3.360 -6.062 5.250
H 3.912 -2.682 5.818
H 3.441 -0.491 5.782
H 2.134 0.135 4.777
H 3.806 0.188 4.201
H -2.265 3.112 2.646
H -3.694 4.080 4.422
H -3.815 2.991 6.633
H -2.526 0.934 7.075
H -1.077 -0.019 5.306
H 4.390 -1.049 1.341
H 6.473 0.201 0.949
H 6.463 2.675 1.095
H 4.368 3.880 1.540
H 2.052 3.963 1.758
H 1.461 2.728 2.873
H 1.107 2.618 1.151
H 1.327 -2.895 0.463
H 1.601 -4.596 0.794
H 2.918 -3.601 0.198
H 3.116 -5.334 2.572
C -0.999 -4.571 -0.809
C -2.316 -5.142 -0.247
C -2.368 -4.863 1.257
C -2.281 -6.667 -0.445
C -3.553 -4.518 -0.979
O -3.333 -4.488 -2.383
C -4.902 -5.290 -0.783
C -6.006 -4.835 0.207
C -5.804 -5.133 1.645
C -5.823 -4.108 2.632
C -5.691 -4.410 3.950
C -5.542 -5.778 4.334
Cl -5.391 -6.155 5.945
C -5.539 -6.824 3.367
C -5.667 -6.497 2.057
C -3.814 -3.046 -0.633
N -2.727 -2.103 -0.905
C -2.020 -1.364 -0.052
N -1.186 -0.598 -0.743
C -1.437 -0.922 -2.043
N -2.368 -1.827 -2.177
H -0.180 -5.252 -0.577
H -0.746 -3.607 -0.364
H -1.035 -4.445 -1.887
H -1.571 -5.411 1.762
H -3.310 -5.192 1.706
H -2.229 -3.807 1.491
H -1.319 -7.051 -0.109
H -2.389 -6.966 -1.489
H -3.045 -7.186 0.135
H -3.254 -5.387 -2.723
H -4.706 -6.345 -0.612
H -5.373 -5.225 -1.764
H -6.888 -5.423 -0.082
H -6.278 -3.790 0.062
H -5.978 -3.082 2.327
H -5.717 -3.647 4.715
H -5.451 -7.851 3.693
H -5.695 -7.279 1.310
H -4.073 -2.924 0.418
H -4.647 -2.710 -1.251
H -2.153 -1.353 1.016
H -0.931 -0.466 -2.876
*
```